DFT (wB97M-V/def2-TZVPD) results for C20H60O18 as an isolated structure.

Geometry as XYZ:
```
98
Properties=species:S:1:pos:R:3:forces:R:3:lowdin_charge:R:1
C 0.3268 -2.6331 1.9049 1.296 -0.275 1.218 -0.257
C 0.0380 -4.1162 1.7842 0.366 1.689 -0.502 -0.248
O 1.2629 -4.7725 1.6407 -0.250 -1.570 0.223 -0.051
O 1.3300 -2.2886 0.9624 1.324 -9.388 -1.819 -0.094
H 0.8215 -2.4796 2.8640 -0.137 0.016 0.830 0.120
H -0.5781 -2.0256 1.9224 1.869 -0.737 0.036 0.047
H -0.6256 -4.0752 0.9203 0.206 -1.258 -0.746 0.094
H -0.5430 -4.5103 2.6180 0.193 -0.029 0.181 0.128
H 1.9023 -4.1364 1.3119 -0.112 0.476 -0.334 0.067
H 1.3470 -1.3475 0.7733 0.153 -0.883 -0.140 -0.119
C -1.5071 1.3925 -2.8593 -0.848 0.586 -1.161 -0.215
C -0.4147 1.1778 -3.9805 -6.531 0.904 0.049 -0.216
O 0.0335 -0.1144 -3.8009 0.688 -1.049 0.167 -0.074
O -2.0311 2.7594 -2.8404 -5.643 -1.906 -3.175 -0.086
H -0.9733 1.2141 -1.9259 -1.251 0.492 -2.544 0.030
H -2.3524 0.7044 -2.8686 -0.199 -0.269 -0.773 0.129
H 0.3037 1.9975 -3.9722 -2.059 -0.483 -0.211 0.098
H -1.0051 1.1150 -4.8946 0.053 0.739 -0.549 0.123
H 0.9843 0.0138 -3.8345 -0.935 -0.631 -0.258 0.005
H -1.6691 3.1197 -2.0275 -1.930 0.474 -1.461 -0.013
C -3.3459 1.9643 2.9455 -2.050 0.851 0.301 -0.225
C -2.6425 2.1500 1.6207 -0.830 0.146 -0.731 -0.127
O -1.3074 2.6652 1.8327 -1.219 3.790 -2.757 -0.070
O -4.6675 1.5544 2.7066 -0.402 -0.530 -0.404 -0.025
H -3.4657 2.9233 3.4497 0.796 0.423 0.253 0.140
H -2.7698 1.3043 3.5940 -2.456 0.216 -0.142 0.108
H -3.2625 2.7332 0.9400 0.385 0.339 -0.105 0.159
H -2.4584 1.1726 1.1749 -0.503 1.424 -0.454 0.088
H -1.3525 3.6241 1.8290 0.134 0.231 0.413 0.153
H -5.0737 2.2976 2.2548 -0.533 -0.124 -0.070 0.089
C 3.5952 -0.4042 1.3842 0.560 -1.216 0.368 -0.161
C 3.0094 0.4667 0.2478 0.386 -0.613 -0.530 -0.114
O 2.1799 -0.2364 -0.6963 2.783 -1.375 3.249 -0.195
O 3.9204 0.2874 2.5788 0.639 1.388 0.674 -0.069
H 4.5602 -0.8326 1.1132 -0.208 -0.271 -0.895 0.130
H 2.9377 -1.2240 1.6734 0.065 -0.025 -0.602 0.119
H 3.8712 0.7829 -0.3399 -0.163 0.525 -0.086 0.140
H 2.3866 1.2932 0.5900 1.151 -0.026 -0.186 0.093
H 1.2953 -0.3430 -0.3391 1.512 -0.297 0.623 0.015
H 3.9677 -0.3441 3.3003 0.142 -0.114 -0.167 0.098
C 0.9549 3.2730 0.0630 -0.292 0.373 -0.924 -0.182
C -0.4652 2.9156 -0.4468 1.526 1.187 -0.780 -0.152
O -0.3830 2.7904 -1.8931 9.189 3.333 6.663 -0.160
O 1.3192 4.6277 -0.3110 -0.882 -0.682 0.250 -0.036
H 1.6175 2.6387 -0.5259 0.180 -0.407 0.605 0.114
H 1.0345 3.1666 1.1449 0.133 -0.197 0.028 0.112
H -1.1021 3.7071 -0.0520 -0.372 0.606 -1.157 0.132
H -0.8989 2.0050 -0.0336 0.185 0.979 -1.149 0.080
H 0.4145 3.2535 -2.1596 0.340 0.587 -0.167 0.135
H 2.2740 4.6737 -0.2225 0.101 0.143 -0.065 0.091
C -0.0126 1.4449 3.9870 1.270 -1.292 1.644 -0.108
C 1.1864 0.5308 3.5933 -0.634 1.406 0.997 -0.037
O 1.6386 0.8938 2.2732 5.099 14.863 9.834 -0.055
O -1.2746 1.2275 3.4098 5.069 -1.129 4.687 -0.147
H 0.2870 2.4929 3.9768 -0.002 0.245 -0.509 0.137
H -0.0634 1.2219 5.0527 -0.539 0.094 0.280 0.138
H 0.9538 -0.5340 3.5783 -0.139 0.163 0.118 0.144
H 2.0675 0.7402 4.1998 -0.393 -0.142 0.677 0.139
H 1.9625 1.7758 2.4704 0.870 0.304 -0.585 0.155
H -1.2927 1.7763 2.6224 1.311 0.041 0.760 -0.120
C 2.4113 0.6774 -2.8112 1.458 1.601 -0.005 -0.178
C 2.5891 -0.8644 -3.1077 1.981 1.783 -1.391 -0.121
O 3.5677 -0.7579 -4.2035 -0.427 -0.830 -0.117 -0.079
O 1.7482 1.4651 -3.8174 3.839 -0.363 -0.147 -0.149
H 3.3308 1.2540 -2.9120 1.270 -1.377 0.979 0.133
H 2.0528 0.9066 -1.8077 -0.713 0.563 -1.840 0.072
H 1.7072 -1.4206 -3.4254 0.131 -0.043 0.230 0.117
H 3.1128 -1.4297 -2.3369 -0.282 0.496 0.010 0.129
H 3.0877 -0.6626 -5.0294 -0.002 -0.297 -0.178 0.075
H 2.2230 1.3242 -4.6398 0.447 0.279 -0.297 0.117
C -1.6049 -2.7176 -2.7782 0.617 -1.438 -1.298 -0.209
C -0.9988 -4.1205 -3.1375 -0.216 0.005 0.125 -0.205
O 0.3179 -4.0993 -3.7589 -0.812 0.435 0.621 -0.081
O -3.0145 -2.7934 -2.4884 0.822 0.284 -0.499 -0.056
H -1.4889 -2.2627 -3.7619 -0.474 0.687 0.182 0.115
H -0.9715 -2.1291 -2.1145 -0.402 -0.601 0.007 0.076
H -1.6895 -4.5341 -3.8724 -0.226 -0.164 0.111 0.111
H -0.8826 -4.8278 -2.3164 -0.609 0.222 0.444 0.111
H 0.6519 -4.9274 -3.4064 0.706 0.139 -0.359 0.071
H -3.2301 -3.0161 -1.5799 0.549 -0.100 0.108 0.053
C -2.1891 -2.1524 0.9772 -1.729 0.436 -0.230 -0.060
C -2.6046 -0.9644 1.9315 1.707 -2.042 -0.355 -0.195
O -1.6199 -0.9921 2.9922 -1.998 -2.755 -0.137 -0.096
H -1.9943 -3.0260 1.5992 -0.203 0.285 -0.187 0.075
H -1.3709 -1.9175 0.2964 -0.234 -0.474 0.759 0.049
H -2.9968 -2.4754 0.3203 -0.591 0.400 0.080 0.074
H -3.6372 -1.1735 2.2108 0.032 0.616 0.498 0.128
H -2.3960 0.0015 1.4713 -1.551 -1.861 -0.097 0.046
H -1.5076 -0.1096 3.3531 -0.357 -0.022 0.057 -0.038
C -0.4181 -0.1926 -0.7329 -0.921 -0.444 0.761 -0.022
C -0.1319 0.2825 0.7058 -1.234 -1.574 0.731 -0.189
O 0.8073 -0.4991 1.3796 -7.269 0.532 -4.115 -0.169
H -0.9381 -1.1011 -1.0367 1.182 -0.427 1.272 0.063
H 0.5448 -0.0923 -1.2337 -2.528 0.313 -1.854 0.089
H -1.2357 0.3398 -1.2189 0.702 -0.054 1.444 0.075
H -0.9324 0.1398 1.4316 0.030 0.978 -1.149 0.089
H 0.1657 1.3267 0.6094 0.637 -1.145 0.782 0.082
H 1.2892 0.0907 1.9640 -1.794 -6.158 -3.940 -0.300
```
Positions in Å, forces in eV/Å.

Computed properties:
2S+1: 1
electronic energy: -2151.1432 hartree
ΔE to the lowest compared entry with this formula, charge and spin: 105.5 kcal/mol